Entry 1:
Density functional theory data (wB97M-V/def2-TZVPD) for a cluster of 2 separate species, C12H17N in total in a non-equilibrium geometry.

Each line ends with the Mulliken charge.
Atoms and positions in Å:
C1 2.926 -1.652 -0.953  -0.157
C2 2.309 -0.410 -1.481  -1.092
C3 2.605 -2.106 0.561  -0.924
H1 4.072 -1.601 -1.051  0.260
H2 2.555 -2.400 -1.602  0.243
H3 2.740 0.528 -1.245  0.397
H4 2.379 -0.347 -2.531  0.427
H5 3.276 -2.859 0.765  0.370
H6 1.254 -0.353 -1.360  0.078
H7 1.547 -2.371 0.702  0.144
H8 2.722 -1.310 1.338  0.272
C4 -2.366 0.165 -2.227  -1.175
C5 -1.696 1.061 0.264  0.709
C6 -2.019 -0.001 -0.722  0.757
C7 -1.440 0.288 1.471  -0.008
C8 -1.778 -1.257 -0.154  -0.671
C9 -1.043 3.062 1.353  -0.665
C10 -0.689 2.306 2.531  -0.356
C11 -1.522 2.436 0.201  -0.275
C12 -0.710 0.943 2.510  -0.630
N1 -1.503 -1.087 1.190  0.011
H9 -1.242 4.094 1.498  0.402
H10 -0.394 2.731 3.513  0.365
H11 -1.635 2.934 -0.769  0.388
H12 -0.159 0.381 3.153  0.461
H13 -3.424 0.517 -2.505  0.327
H14 -2.256 -0.859 -2.838  0.320
H15 -1.646 -2.111 -0.733  0.465
H16 -1.073 -1.648 1.781  0.197
H17 -1.791 0.925 -2.658  0.359

Highest occupied orbital energy (alpha / beta)   -13.24 / -13.23 eV
Total charge   +1
Frontier orbital gap (alpha / beta)   9.46 / 5.92 eV
2S+1   2
Relative energy (zero: lowest compared OMol25 entry of this formula, charge and spin)   241.11 kJ/mol
Molar mass   175.3 g/mol


Entry 2:
Density functional theory data (wB97M-V/def2-TZVPD) for an isolated molecule of CH2F3OPS in a non-equilibrium geometry.

Each line ends with the Mulliken charge.
Atoms and positions in Å:
C1 1.085 0.932 -0.083  0.649
O1 0.351 -1.466 -1.607  -0.487
F1 2.374 0.777 -0.570  -0.214
F2 1.123 0.641 1.231  -0.213
F3 0.726 2.164 -0.272  -0.208
P1 -1.111 -1.033 0.974  -0.079
S1 -0.382 -0.313 -1.048  0.328
H1 -2.063 -1.836 0.231  0.112
H2 -2.102 0.133 1.143  0.113

Highest occupied orbital energy   -9.75 eV
Frontier orbital gap   9.68 eV
Relative energy (zero: lowest compared OMol25 entry of this formula, charge and spin)   212.63 kJ/mol
Structure (SMILES)   O=S(#[PH2])C(F)(F)F
Molar mass   150.1 g/mol


Entry 3:
Density functional theory data (wB97M-V/def2-TZVPD) for a structure of composition C32H46IrN5O2.

Each line ends with the Mulliken charge.
Atoms and positions in Å:
Ir1 -0.865 0.252 0.264  2.358
C1 -2.514 2.012 1.959  -0.738
C2 -1.375 1.460 2.812  -0.649
N1 -1.043 0.096 2.320  0.122
C3 -2.026 -0.959 2.707  -0.587
C4 -2.329 -1.833 1.498  -0.798
N2 -2.561 -0.956 0.309  -0.622
C5 -3.860 -0.209 0.374  -0.818
C6 -3.578 1.187 -0.145  -0.555
N3 -2.311 1.641 0.499  -0.505
H1 -2.559 3.097 2.046  0.531
H2 -3.486 1.631 2.260  0.381
H3 -1.635 1.470 3.871  0.612
H4 -0.477 2.064 2.686  0.161
H5 -0.106 -0.146 2.655  -0.575
H6 -2.920 -0.481 3.104  0.385
H7 -1.608 -1.567 3.508  0.553
H8 -3.192 -2.478 1.675  0.462
H9 -1.476 -2.472 1.270  0.245
H10 -2.555 -1.538 -0.531  0.271
H11 -4.225 -0.224 1.398  0.258
H12 -4.619 -0.693 -0.238  0.564
H13 -4.384 1.903 0.023  0.484
H14 -3.382 1.140 -1.213  0.174
H15 -2.031 2.478 -0.007  0.368
C7 -1.875 -2.762 -5.615  -1.655
C8 -1.453 -2.530 -4.191  -0.323
C9 -1.292 -3.600 -3.309  -0.792
C10 -0.849 -3.414 -1.989  0.430
C11 -0.632 -4.599 -1.087  -1.619
C12 -0.620 -2.127 -1.558  -0.731
C13 -0.839 -0.982 -2.392  1.674
C14 -1.220 -1.244 -3.736  -0.540
N4 -0.681 0.250 -1.831  0.291
C15 -0.428 1.463 -2.720  1.125
C16 0.728 1.135 -3.679  -1.583
C17 0.081 2.631 -1.881  -2.375
C18 -1.702 1.947 -3.431  -1.374
H16 -2.004 -3.822 -5.823  0.412
H17 -1.127 -2.371 -6.304  0.367
H18 -2.819 -2.259 -5.829  0.382
H19 -1.490 -4.606 -3.659  0.440
H20 -0.487 -5.513 -1.660  0.493
H21 -1.497 -4.762 -0.441  0.322
H22 0.242 -4.462 -0.451  0.198
H23 -0.158 -1.985 -0.578  0.754
H24 -1.373 -0.440 -4.434  0.657
H25 1.603 0.816 -3.110  0.345
H26 0.997 2.041 -4.222  0.498
H27 0.511 0.369 -4.416  0.399
H28 1.001 2.377 -1.359  0.504
H29 -0.644 3.017 -1.162  0.198
H30 0.304 3.460 -2.551  0.714
H31 -2.153 1.248 -4.127  0.248
H32 -1.455 2.849 -3.991  0.482
H33 -2.468 2.230 -2.707  0.304
C19 3.811 1.697 3.967  -1.053
O1 3.521 0.823 2.860  -0.325
C20 2.752 -0.248 3.079  0.962
C21 2.020 -0.476 4.248  -0.649
C22 1.305 -1.653 4.410  -1.000
C23 1.277 -2.621 3.411  -0.935
C24 1.979 -2.393 2.239  -0.568
C25 2.696 -1.219 2.067  0.254
N5 3.521 -1.110 0.899  0.155
C26 3.850 -0.077 0.177  -1.025
C27 3.331 1.249 0.197  0.719
C28 4.277 2.254 -0.090  -0.795
C29 3.967 3.587 0.054  -1.168
C30 2.678 3.932 0.456  -0.598
C31 1.710 2.963 0.669  -0.262
C32 2.008 1.613 0.522  0.752
O2 1.057 0.665 0.682  0.238
H34 4.546 2.404 3.599  0.254
H35 4.228 1.130 4.799  0.437
H36 2.912 2.229 4.278  0.389
H37 2.062 0.240 5.057  0.601
H38 0.801 -1.834 5.351  0.533
H39 0.763 -3.561 3.567  0.510
H40 2.016 -3.149 1.464  0.544
H41 4.044 -1.954 0.696  0.381
H42 4.688 -0.261 -0.489  0.632
H43 5.279 1.961 -0.381  0.473
H44 4.709 4.348 -0.139  0.463
H45 2.415 4.975 0.577  0.518
H46 0.696 3.259 0.915  0.236

Highest occupied orbital energy (alpha / beta)   -16.29 / -16.30 eV
Total charge   +3
Frontier orbital gap (alpha / beta)   7.16 / 6.29 eV
2S+1   2
Relative energy (zero: lowest compared OMol25 entry of this formula, charge and spin)   58.43 kJ/mol
Molar mass   725.0 g/mol


Entry 4:
Density functional theory data (wB97M-V/def2-TZVPD) for a structure of composition C2F6LuNO4S2 in a non-equilibrium geometry.

Each line ends with the Mulliken charge.
Atoms and positions in Å:
O1 2.468 0.133 6.706  -0.724
Lu1 3.905 -0.285 5.037  1.641
N1 3.719 0.993 3.065  -0.895
S1 0.857 0.259 6.396  0.660
O2 0.092 -0.785 7.150  -0.583
C1 0.497 1.802 7.404  0.613
F1 -0.793 2.104 7.279  -0.205
F2 1.214 2.831 6.965  -0.229
F3 0.767 1.606 8.687  -0.219
S2 3.835 -0.227 2.177  1.331
O3 3.864 -1.489 3.068  -0.772
O4 4.797 -0.298 1.057  -0.626
C2 2.222 -0.518 1.276  0.681
F4 1.217 -0.622 2.143  -0.243
F5 1.969 0.507 0.463  -0.217
F6 2.254 -1.634 0.551  -0.211

Highest occupied orbital energy   -9.99 eV
Frontier orbital gap   6.85 eV
Relative energy (zero: lowest compared OMol25 entry of this formula, charge and spin)   0.00 kJ/mol
Molar mass   455.1 g/mol